No. 1
This record from the OMol25 dataset describes one molecule with the formula C2H4N2S2 at a distorted geometry. The level of theory is the ωB97M-V functional and the def2-TZVPD basis.

Each line ends with the natural charge from an NBO analysis.
Geometry (Å):
N -0.238 -0.043 1.804  -0.77
C 0.280 0.371 0.653  0.27
S 1.580 1.379 0.469  -0.20
N -0.324 -0.174 -0.484  -0.62
C 0.215 -0.155 -1.723  -0.06
S -0.288 -1.052 -3.000  -0.08
H -0.040 0.531 2.629  0.43
H -1.130 -0.595 1.817  0.39
H -1.162 -0.719 -0.365  0.40
H 1.109 0.458 -1.801  0.23

Output
* ΔE to the lowest compared entry with this formula, charge and spin: 45.7 kJ/mol
* multiplicity: 1
* E_tot: -26789.541 eV
* LUMO energy: -0.3 eV
* SMILES string: NC(=S)NC=S
* charge: 0


No. 2
This record from the OMol25 dataset describes one molecule with the formula C2H4N2S2 at a distorted geometry. The level of theory is the ωB97M-V functional and the def2-TZVPD basis.

Each line ends with the natural charge from an NBO analysis.
Geometry (Å):
C 1.867 -1.049 0.058  -0.07
N 0.667 -0.517 -0.195  -0.56
S 0.566 1.344 -0.313  0.37
C -1.103 1.639 0.135  -0.11
N -2.177 0.918 0.025  -0.53
S -2.250 -0.782 -0.192  0.15
H 2.857 -0.681 0.577  0.20
H 1.849 -2.192 -0.163  0.19
H -1.293 2.593 0.239  0.19
H -0.981 -1.274 -0.171  0.15

Output
* ΔE to the lowest compared entry with this formula, charge and spin: 394.8 kJ/mol
* multiplicity: 1
* E_tot: -26785.923 eV
* LUMO energy: -0.1 eV
* SMILES string: C=NS/C=N\S
* charge: 0


No. 3
This record from the OMol25 dataset describes one molecule with the formula C2H4N2S2 at a distorted geometry. The level of theory is the ωB97M-V functional and the def2-TZVPD basis.

Each line ends with the natural charge from an NBO analysis.
Geometry (Å):
C 0.278 -1.336 0.519  0.24
N -0.451 -0.751 1.371  -0.64
S -1.223 0.763 1.305  0.46
C -0.383 1.434 -0.153  -0.76
S -0.642 0.208 -1.485  0.41
N 0.386 -1.013 -0.837  -0.77
H 0.833 -2.230 0.773  0.18
H 0.697 1.545 0.086  0.23
H -0.828 2.448 -0.408  0.26
H 1.333 -1.067 -1.171  0.39

Output
* ΔE to the lowest compared entry with this formula, charge and spin: 168.0 kJ/mol
* multiplicity: 1
* E_tot: -26788.274 eV
* LUMO energy: 0.7 eV
* SMILES string: C1=NSCSN1
* charge: 0


Number 1: HOMO energy -8.6 eV, Kohn-Sham gap 8.30 eV. Number 2: HOMO energy -8.3 eV, Kohn-Sham gap 8.19 eV. Number 3: HOMO energy -8.2 eV, Kohn-Sham gap 8.89 eV.